{"formula": "C32H25LaN12O3S2", "method": "ωB97M-V/def2-TZVPD", "species": ["La", "N", "C", "N", "C", "C", "S", "C", "C", "S", "C", "N", "N", "H", "H", "H", "H", "H", "H", "O", "C", "C", "O", "O", "C", "C", "C", "C", "C", "C", "C", "C", "C", "C", "C", "C", "H", "H", "H", "H", "H", "H", "H", "H", "H", "H", "H", "N", "C", "N", "C", "C", "C", "C", "C", "C", "H", "H", "H", "H", "H", "H", "N", "C", "N", "C", "N", "C", "H", "H", "N", "C", "N", "C", "N"], "xyz": [[-0.56850, -0.45395, -0.45012], [2.74894, 1.29433, -1.35148], [3.04040, 0.02974, -1.01659], [2.23583, -0.79344, -0.43493], [2.81749, -2.00972, -0.18976], [4.12662, -2.10898, -0.57362], [4.66074, -0.62893, -1.30185], [2.01415, -3.07465, 0.35847], [2.47419, -4.27991, 0.81308], [1.15124, -5.29714, 1.27732], [0.04966, -3.99020, 0.80225], [0.65212, -2.93702, 0.37250], [-1.28176, -4.11022, 0.98040], [1.75878, 1.51563, -1.38733], [3.36899, 1.79248, -1.96439], [4.76834, -2.96483, -0.55616], [3.48349, -4.63065, 0.86937], [-1.68260, -5.03177, 0.89201], [-1.81365, -3.36495, 0.53619], [0.99051, 1.53239, 1.10912], [0.62778, 2.91756, 1.10189], [-0.61163, 3.09112, 0.03759], [-1.16160, 4.18029, 0.03553], [-0.82420, 2.08116, -0.64902], [0.09669, 3.38344, 2.42383], [0.36432, 4.65405, 2.92602], [-0.18028, 5.06811, 4.12783], [-1.00486, 4.22340, 4.85127], [-1.27969, 2.95772, 4.36129], [-0.74027, 2.54417, 3.15925], [1.80717, 3.71995, 0.60884], [1.64188, 4.93733, -0.04799], [2.73966, 5.63738, -0.51537], [4.01940, 5.13854, -0.33198], [4.19441, 3.93412, 0.32978], [3.09721, 3.22839, 0.78896], [0.86574, 1.19259, 2.00558], [1.00782, 5.32415, 2.37606], [0.04469, 6.05958, 4.50431], [-1.43323, 4.54861, 5.78930], [-1.92301, 2.29041, 4.91473], [-0.99681, 1.56701, 2.77634], [0.64583, 5.32446, -0.19845], [2.59469, 6.57572, -1.03663], [4.87793, 5.68998, -0.69440], [5.19002, 3.53631, 0.48530], [3.23500, 2.28719, 1.29926], [-4.15076, -2.30121, -2.13328], [-2.98140, -1.42060, -1.91587], [-1.83813, -2.32468, -1.79599], [-2.25536, -3.53444, -2.18823], [-1.52679, -4.71641, -2.36221], [-2.17385, -5.83914, -2.86212], [-3.52433, -5.82239, -3.16269], [-4.28593, -4.65871, -2.96799], [-3.65465, -3.54384, -2.48741], [-4.92091, -1.91395, -2.65958], [-2.83870, -0.78628, -2.82349], [-0.46225, -4.71998, -2.16944], [-1.60706, -6.74682, -3.04626], [-4.00504, -6.70851, -3.55923], [-5.34358, -4.64536, -3.20598], [-0.60469, -0.78324, 2.02117], [-0.75162, -1.17691, 3.11567], [-0.75980, -1.70338, 4.24929], [-1.28477, -1.49260, 5.39437], [-1.68452, -1.39857, 6.47771], [-3.05730, -0.53595, -0.67668], [-3.62116, -1.08751, 0.09434], [-3.61662, 0.38325, -0.89798], [-1.17263, 0.40464, -7.03399], [-0.56855, 0.28272, -6.05284], [0.23948, 0.15568, -5.07068], [0.18775, 0.06414, -3.82481], [0.37356, -0.01089, -2.66937]], "forces_ev_per_a": [[-0.131, -0.096, -0.142], [-0.252, -0.089, -0.096], [1.048, 0.047, -0.282], [-0.460, -0.089, 0.207], [1.423, 0.320, -0.570], [-0.527, 0.198, 0.042], [-0.604, 0.015, 0.278], [0.117, -1.443, 0.573], [-0.411, 0.427, -0.167], [-0.199, 0.653, -0.286], [0.202, -1.035, 0.455], [-0.215, 0.834, -0.394], [-0.187, 0.161, 0.063], [0.180, 0.155, -0.153], [-0.139, 0.037, -0.020], [0.103, -0.224, 0.064], [0.245, -0.028, 0.032], [0.038, 0.158, -0.082], [-0.101, -0.137, -0.211], [-0.098, 0.177, 0.426], [-0.896, -0.005, -1.094], [1.044, 0.229, 1.060], [-0.293, 0.458, -0.036], [-0.128, -1.139, -0.670], [-0.007, 0.044, 0.534], [0.107, -0.126, -0.088], [-0.029, 0.110, 0.106], [-0.020, 0.032, 0.083], [-0.075, 0.028, 0.152], [0.087, 0.058, -0.185], [0.249, 0.036, -0.110], [0.021, 0.012, -0.018], [0.143, 0.079, -0.079], [0.152, 0.101, -0.030], [0.126, 0.026, 0.031], [-0.111, 0.163, 0.271], [0.026, -0.183, -0.139], [0.016, 0.028, -0.030], [-0.010, -0.001, -0.019], [-0.018, 0.013, 0.066], [-0.069, -0.092, 0.054], [-0.043, -0.108, -0.048], [-0.088, -0.031, 0.006], [-0.014, 0.017, 0.004], [0.030, 0.014, -0.035], [0.028, -0.006, -0.007], [-0.012, -0.079, -0.041], [-0.141, -0.085, -0.036], [-0.119, 0.781, 0.354], [0.181, 0.335, 0.883], [0.218, -0.456, -0.411], [0.053, 0.545, 0.143], [-0.386, -0.565, -0.183], [0.117, -0.471, -0.113], [0.001, 0.121, 0.033], [0.016, -0.184, -0.065], [0.176, -0.066, 0.026], [-0.112, -0.002, 0.136], [0.118, -0.003, 0.012], [0.010, -0.004, 0.042], [0.027, -0.054, -0.031], [-0.049, 0.010, 0.033], [-0.189, 0.073, 0.720], [0.152, 0.415, -0.655], [0.709, -1.056, -0.272], [-0.437, 0.350, 0.742], [-0.243, 0.101, 0.425], [-0.830, 0.203, -0.335], [0.119, 0.002, -0.077], [0.008, 0.038, 0.102], [-0.327, 0.054, -0.319], [-0.696, 0.100, -0.658], [1.128, -0.110, -0.145], [0.245, 0.027, 0.796], [0.002, 0.180, -0.625]], "e_above_lowest_kcal_mol": 4.0, "homo_lumo_gap_ev": 4.44, "e_lumo_ev": 3.5, "total_charge": -2, "max_force_ha_per_bohr": 0.03044, "homo_ev": -1.0}

---

{"formula": "C32H25P2PtS2", "method": "ωB97M-V/def2-TZVPD", "species": ["Pt", "S", "P", "C", "P", "S", "C", "C", "C", "C", "C", "C", "C", "C", "C", "C", "C", "C", "C", "C", "C", "C", "C", "C", "C", "C", "C", "C", "C", "C", "H", "H", "H", "H", "H", "H", "H", "H", "H", "H", "H", "H", "H", "H", "H", "H", "H", "H", "H", "H", "C", "C", "C", "C", "C", "C", "C", "H", "H", "H", "H", "H"], "xyz": [[0.08804, 0.56099, -2.30681], [2.41751, -0.58681, -2.42198], [1.59688, -0.88233, -0.63146], [-0.10598, -0.90936, -0.91457], [-1.57542, -0.84297, -0.00746], [-3.18804, -0.96219, -1.11229], [-1.66947, 0.63509, 1.06791], [-1.06510, 1.84891, 0.77005], [-1.26188, 2.95138, 1.59615], [-2.06648, 2.85733, 2.71875], [-2.69673, 1.65274, 3.00865], [-2.50526, 0.55606, 2.18569], [-1.50981, -2.22821, 1.20779], [-2.00697, -3.46400, 0.80121], [-1.85463, -4.58745, 1.60221], [-1.20967, -4.48876, 2.82790], [-0.72456, -3.25906, 3.24843], [-0.87313, -2.13875, 2.44290], [2.00088, 0.50194, 0.50544], [1.76372, 0.38430, 1.87229], [1.95763, 1.46577, 2.71838], [2.39781, 2.67630, 2.20455], [2.65182, 2.79732, 0.84464], [2.45551, 1.71509, -0.00204], [2.19928, -2.31406, 0.32415], [1.46194, -3.49187, 0.24641], [1.85926, -4.61709, 0.95400], [3.00412, -4.57154, 1.73651], [3.75485, -3.40503, 1.80347], [3.35767, -2.27971, 1.09698], [-0.43492, 1.97918, -0.10351], [-0.77402, 3.88603, 1.34851], [-2.21281, 3.71873, 3.35914], [-3.34671, 1.56783, 3.87107], [-3.02007, -0.37138, 2.40419], [-2.52236, -3.52700, -0.15012], [-2.24668, -5.54107, 1.26959], [-1.08975, -5.36400, 3.45477], [-0.22547, -3.16848, 4.20574], [-0.50770, -1.18124, 2.79227], [1.43383, -0.56319, 2.27891], [1.75392, 1.36498, 3.77744], [2.54150, 3.52494, 2.86221], [2.99877, 3.73870, 0.43712], [2.63927, 1.80503, -1.06509], [0.56402, -3.51356, -0.35939], [1.26724, -5.52178, 0.90112], [3.31382, -5.44574, 2.29625], [4.65184, -3.37213, 2.40983], [3.94077, -1.36856, 1.15192], [-0.03239, 1.72698, -3.97146], [-0.73710, 2.59104, -4.79088], [-0.43087, 2.73417, -6.18047], [-1.12687, 3.60699, -6.98689], [-2.16384, 4.38967, -6.47362], [-2.49342, 4.26963, -5.12111], [-1.80965, 3.40204, -4.29959], [0.37020, 2.13001, -6.58836], [-0.86640, 3.68508, -8.03693], [-2.70593, 5.07383, -7.11398], [-3.30281, 4.86444, -4.71204], [-2.07921, 3.30480, -3.25455]], "forces_ev_per_a": [[-0.397, 0.001, -0.429], [0.214, -0.156, 0.022], [-0.389, 0.130, 0.490], [0.509, 0.892, 0.068], [-0.174, -0.361, 0.174], [-0.054, -0.006, -0.036], [-0.084, -0.070, 0.081], [0.087, 0.266, 0.073], [0.012, -0.050, -0.052], [-0.015, -0.020, 0.012], [-0.006, 0.009, 0.008], [0.032, 0.045, -0.039], [0.008, -0.030, -0.076], [-0.016, -0.017, 0.028], [-0.011, 0.026, -0.004], [-0.003, 0.018, -0.009], [0.007, 0.003, 0.022], [-0.002, 0.026, 0.000], [0.031, -0.084, -0.037], [0.047, -0.016, 0.002], [-0.023, -0.029, 0.031], [0.011, 0.027, -0.034], [-0.008, -0.021, 0.014], [-0.032, 0.026, 0.000], [0.107, -0.186, -0.257], [0.032, 0.007, 0.032], [0.019, 0.021, -0.008], [-0.028, -0.029, -0.007], [0.041, 0.037, 0.007], [-0.026, -0.042, -0.031], [-0.031, -0.267, -0.041], [-0.005, 0.006, 0.010], [-0.006, -0.004, 0.005], [0.003, 0.013, 0.003], [0.004, -0.002, 0.000], [0.000, 0.001, -0.005], [0.001, -0.001, 0.000], [-0.001, -0.002, -0.002], [-0.002, -0.008, 0.000], [0.003, -0.012, -0.014], [0.000, 0.014, -0.002], [0.003, -0.003, -0.001], [0.001, -0.001, 0.001], [0.000, 0.003, 0.002], [-0.001, -0.009, -0.009], [0.006, 0.001, -0.005], [0.003, -0.004, 0.002], [0.000, -0.001, 0.000], [0.000, 0.002, -0.002], [0.013, -0.001, 0.012], [0.175, -0.363, -0.015], [-0.103, 0.285, -0.056], [0.037, 0.000, 0.068], [-0.019, 0.018, -0.021], [0.020, -0.024, 0.034], [-0.025, 0.027, -0.037], [0.037, -0.094, 0.027], [0.001, 0.003, -0.001], [0.002, -0.001, 0.002], [-0.004, 0.000, -0.001], [0.002, -0.001, 0.003], [-0.004, 0.011, -0.001]], "s2": 6.06, "e_above_lowest_kcal_mol": 4.3, "homo_lumo_gap_ev": [5.64, 6.69], "e_lumo_ev": [2.5, 1.5], "total_charge": -1, "max_force_ha_per_bohr": 0.02002, "spin_multiplicity": 5, "homo_ev": [-3.1, -5.2]}